Formula: H2OP2
Source: OMol25
Level of theory: ωB97M-V/def2-TZVPD

Calculated values
- HOMO-LUMO gap (eV) = 7.49
- strongest force on any atom (eV Å⁻¹) = 3.1
- HOMO energy (eV) = -8.6
- calculated total energy (eV) = -20654.98249
- net charge = 0
- E_LUMO (eV) = -1.127

Geometry as XYZ:
```
5
Properties=species:S:1:pos:R:3:forces:R:3
O -0.3646 1.9782 0.1674 0.824 -0.787 -0.357
P 2.5014 0.0276 0.0415 -2.840 1.300 0.138
P 0.4576 0.7954 -0.1733 1.435 -0.499 0.179
H 1.3806 -0.0755 1.1096 0.553 -0.380 -0.095
H -0.3883 -0.3117 -0.4959 0.028 0.367 0.136
```
Positions in Å, forces in eV/Å.

Per-atom natural (NBO) charges, elementary charge units: -0.965 -0.206 1.278 -0.036 -0.071